[1]
{"formula": "C44H77F3O22S6", "method": "the ωB97M-V functional and the def2-TZVPD basis", "smiles": "CCOC(=O)C(F)(F)F.O=S1(=O)CCCC1.O=S1(=O)CCCC1.O=S1(=O)CCCC1.O=S1(=O)CCCC1.O=S1(=O)CCCC1.O=S1(=O)CCCC1.O=C1CCCO1.O=C1CCCO1.O=C1CCCO1.O=C1CCCO1", "homo_ev": -9.66, "gap_ev": 9.7344, "largest_force_ha_per_bohr": 0.0808, "total_charge": 0, "elements": ["C", "C", "O", "C", "O", "C", "F", "F", "F", "H", "H", "H", "H", "H", "O", "S", "O", "C", "C", "C", "C", "H", "H", "H", "H", "H", "H", "H", "H", "O", "S", "O", "C", "C", "C", "C", "H", "H", "H", "H", "H", "H", "H", "H", "O", "S", "O", "C", "C", "C", "C", "H", "H", "H", "H", "H", "H", "H", "H", "O", "S", "O", "C", "C", "C", "C", "H", "H", "H", "H", "H", "H", "H", "H", "O", "S", "O", "C", "C", "C", "C", "H", "H", "H", "H", "H", "H", "H", "H", "O", "S", "O", "C", "C", "C", "C", "H", "H", "H", "H", "H", "H", "H", "H", "O", "C", "C", "C", "C", "O", "H", "H", "H", "H", "H", "H", "O", "C", "C", "C", "C", "O", "H", "H", "H", "H", "H", "H", "O", "C", "C", "C", "C", "O", "H", "H", "H", "H", "H", "H", "O", "C", "C", "C", "C", "O", "H", "H", "H", "H", "H", "H"], "coordinates": [[-1.688, -0.525, 0.182], [-0.308, -0.084, -0.247], [0.538, 0.234, 0.876], [1.661, 0.891, 0.625], [1.961, 1.267, -0.462], [2.504, 1.022, 1.886], [3.782, 1.126, 1.489], [2.267, 2.189, 2.578], [2.336, -0.030, 2.723], [-1.662, -1.205, 1.062], [-2.112, -1.004, -0.664], [-2.275, 0.349, 0.477], [-0.269, 0.816, -0.850], [0.259, -0.865, -0.720], [-2.751, 4.480, 1.840], [-2.398, 4.089, 0.473], [-1.037, 3.767, 0.154], [-3.482, 2.770, -0.136], [-4.697, 3.551, -0.683], [-4.213, 4.783, -1.524], [-3.017, 5.399, -0.779], [-3.835, 2.154, 0.692], [-2.982, 2.262, -0.938], [-5.252, 2.847, -1.383], [-5.337, 3.848, 0.079], [-4.975, 5.547, -1.712], [-3.894, 4.380, -2.494], [-3.229, 6.291, -0.185], [-2.184, 5.552, -1.448], [-1.259, 7.085, 0.496], [0.178, 7.061, 0.644], [0.935, 8.295, 0.611], [0.633, 6.264, 2.252], [2.006, 5.728, 1.902], [2.018, 5.142, 0.470], [0.986, 5.904, -0.402], [-0.030, 5.427, 2.354], [0.529, 7.030, 3.043], [2.704, 6.625, 1.984], [2.373, 4.997, 2.640], [1.815, 4.052, 0.462], [2.990, 5.302, 0.071], [0.127, 5.350, -0.757], [1.464, 6.463, -1.226], [-2.744, 0.837, -2.698], [-3.646, 0.076, -3.526], [-4.433, -0.934, -2.858], [-4.810, 1.156, -4.427], [-4.744, 0.781, -5.905], [-3.279, 0.281, -6.097], [-2.843, -0.629, -4.987], [-4.564, 2.186, -4.255], [-5.714, 0.831, -3.914], [-5.526, 0.033, -6.027], [-4.937, 1.647, -6.514], [-2.614, 1.164, -6.198], [-3.236, -0.250, -7.067], [-1.747, -0.596, -4.827], [-3.155, -1.665, -5.108], [2.641, 0.128, -4.058], [2.887, -1.273, -4.264], [3.741, -1.745, -5.362], [3.474, -2.161, -2.769], [2.436, -3.277, -2.609], [1.791, -3.501, -4.003], [1.334, -2.135, -4.547], [3.524, -1.443, -1.933], [4.441, -2.583, -3.042], [2.903, -4.170, -2.164], [1.660, -2.963, -1.905], [0.974, -4.221, -3.946], [2.530, -4.007, -4.623], [0.675, -1.649, -3.836], [1.087, -1.988, -5.612], [-1.301, -2.605, -2.588], [-1.714, -3.731, -1.717], [-0.985, -4.097, -0.513], [-3.446, -3.618, -1.340], [-4.027, -4.983, -1.554], [-3.378, -5.501, -2.916], [-1.816, -5.232, -2.753], [-3.882, -2.859, -2.001], [-3.467, -3.218, -0.310], [-3.850, -5.635, -0.696], [-5.103, -4.915, -1.735], [-3.760, -4.903, -3.748], [-3.443, -6.536, -3.308], [-1.398, -5.124, -3.736], [-1.323, -6.084, -2.302], [4.599, -1.527, 1.641], [3.774, -2.672, 1.259], [2.756, -2.546, 0.240], [4.966, -3.917, 0.785], [4.467, -5.179, 1.487], [3.047, -4.952, 1.965], [2.905, -3.586, 2.560], [5.958, -3.585, 1.051], [4.915, -4.037, -0.303], [4.566, -6.015, 0.825], [5.026, -5.389, 2.388], [2.958, -5.756, 2.708], [2.252, -5.016, 1.196], [3.359, -3.431, 3.547], [1.860, -3.157, 2.497], [5.375, -3.315, 3.913], [5.438, -2.142, 4.248], [6.573, -1.185, 4.209], [6.213, -0.070, 5.155], [4.696, -0.140, 4.988], [4.367, -1.533, 4.710], [7.560, -1.634, 4.374], [6.571, -0.772, 3.193], [6.493, -0.315, 6.203], [6.623, 0.863, 4.788], [4.127, 0.098, 5.924], [4.371, 0.444, 4.149], [-3.814, -0.106, 3.880], [-2.911, 0.643, 4.149], [-2.442, 1.042, 5.503], [-1.515, 2.199, 5.300], [-0.996, 1.808, 3.939], [-2.096, 1.192, 3.181], [-3.358, 1.330, 6.006], [-1.948, 0.195, 5.907], [-2.085, 3.160, 5.304], [-0.668, 2.454, 5.940], [-0.706, 2.700, 3.368], [-0.122, 1.152, 3.995], [-2.541, 3.667, -4.065], [-1.539, 3.076, -4.079], [-0.434, 3.172, -3.103], [0.568, 2.081, -3.422], [0.332, 1.960, -4.956], [-1.043, 2.341, -5.127], [-0.073, 4.222, -3.310], [-0.667, 3.093, -2.067], [1.594, 2.418, -3.234], [0.417, 1.147, -2.874], [0.941, 2.569, -5.651], [0.328, 0.888, -5.235], [0.630, -0.621, 5.463], [0.018, -1.525, 5.007], [-0.356, -2.805, 5.692], [-0.690, -3.805, 4.601], [-1.174, -2.813, 3.499], [-0.524, -1.510, 3.771], [0.394, -3.179, 6.391], [-1.277, -2.627, 6.246], [0.133, -4.424, 4.228], [-1.505, -4.490, 4.864], [-0.807, -3.045, 2.475], [-2.268, -2.607, 3.560]], "atomic_forces_ev_per_a": [[0.7, 0.7, 1.5], [0.7, 0.3, 0.3], [0.1, 0.2, 1.7], [-2.2, -1.1, -0.4], [1.1, 0.8, -0.4], [1.0, 0.6, 0.6], [-0.3, -0.4, 0.5], [-0.4, -1.2, -0.4], [0.3, 1.2, -0.6], [0.1, 0.3, -0.7], [-0.7, -0.4, -0.7], [0.0, -0.3, -0.1], [-0.6, -0.1, -0.5], [-0.1, -0.5, -0.7], [0.4, -0.5, -1.3], [-2.2, 1.3, -0.2], [1.1, -0.4, 0.2], [-1.1, 1.5, 0.6], [0.5, -1.0, -2.9], [0.5, -0.8, 0.5], [-0.2, -1.1, 0.8], [0.6, -0.2, -0.1], [0.4, -0.5, -0.2], [0.4, 0.8, 1.0], [-1.2, 0.4, 1.5], [-0.1, -0.3, 0.2], [0.0, 0.4, 0.3], [0.0, -0.3, -0.2], [0.3, 0.3, 0.0], [0.4, 0.1, -0.3], [0.6, 0.8, 2.4], [-0.3, 0.1, -0.3], [-0.2, 0.2, -1.5], [1.4, 1.3, 0.9], [-1.1, -0.2, 0.3], [0.2, 0.0, -0.5], [-0.8, -0.3, 0.4], [0.2, -0.5, -0.4], [-0.6, -1.2, -0.4], [-0.2, 0.2, -0.3], [-0.1, 0.7, 0.0], [0.8, -0.1, -0.4], [0.4, -0.7, -0.3], [-0.3, -0.2, 0.4], [0.4, 0.1, -0.2], [-0.2, 0.1, -0.2], [-0.1, -0.3, -0.1], [0.0, -0.7, 0.6], [0.6, -0.5, 1.5], [-0.5, 0.4, -2.2], [0.8, 0.3, 0.6], [0.2, 0.5, 0.3], [-0.3, 0.5, -0.2], [0.3, -0.3, -0.7], [-0.1, 0.2, -0.3], [-0.4, -0.6, 0.3], [0.2, 0.2, 0.4], [-0.6, -0.1, 0.1], [-0.2, 0.1, 0.2], [0.3, 0.3, 0.1], [1.0, -1.0, -1.6], [-0.4, 0.9, 0.9], [-0.7, 0.6, -0.2], [-0.5, 0.3, 0.1], [-0.4, -1.1, 0.2], [1.6, 0.0, 1.0], [0.0, -0.5, -0.4], [0.1, 0.3, 0.0], [-0.2, 0.2, -0.4], [0.1, 0.0, -0.1], [-0.2, 0.2, 0.2], [0.0, 0.4, -0.5], [-0.7, -0.2, -0.1], [0.1, -0.3, 0.6], [-0.4, -1.3, 1.5], [1.1, -0.2, -1.6], [-0.2, 0.7, -0.5], [0.0, 1.2, 0.5], [-0.4, -1.3, -1.5], [1.6, 0.3, 0.6], [-1.8, -0.1, -0.3], [0.2, -0.2, 0.1], [-0.2, -0.3, -0.4], [0.1, -0.1, -0.3], [0.1, 0.0, 0.4], [0.0, 0.3, 0.2], [-0.6, 0.3, 1.0], [0.5, 0.6, -0.3], [0.0, 0.1, 0.6], [-1.2, -0.4, -0.1], [1.4, 1.0, 0.4], [0.1, 0.4, -0.3], [-0.5, -0.6, -0.4], [0.5, 0.6, -0.2], [-1.1, -1.5, 0.2], [-0.6, 1.6, 0.2], [0.1, 0.1, 0.3], [-0.1, 0.2, 0.2], [-0.2, -0.6, -0.3], [0.5, 0.1, 0.0], [-0.9, 0.3, -0.1], [0.6, -0.5, 0.2], [-0.2, -0.1, -0.6], [1.1, -0.6, 0.2], [0.9, 1.0, 0.5], [0.0, -2.0, -0.5], [1.6, -0.1, -0.7], [-0.6, -0.7, 0.5], [-0.8, 0.0, 1.7], [-0.3, 1.0, 0.5], [-0.4, -0.1, 0.0], [0.0, -0.2, -0.1], [0.0, 0.4, -0.7], [0.0, 0.3, 0.4], [0.4, 0.1, -1.0], [-0.3, 0.3, -0.3], [0.2, 0.3, 0.1], [0.4, -0.5, -1.9], [-1.1, 0.9, 0.7], [-0.2, 1.3, -0.6], [0.6, 1.7, -1.8], [0.1, -0.2, 1.9], [0.1, -0.4, 0.7], [0.2, -0.9, 0.8], [0.2, -0.7, -0.5], [-0.1, -0.9, 0.4], [0.0, -0.3, 0.0], [-0.4, -0.3, 0.0], [-3.3, 1.0, -0.7], [3.8, -1.6, -0.1], [1.2, 0.6, 0.7], [1.0, 1.2, -1.5], [-0.5, -1.6, 0.6], [-1.4, 0.6, -0.5], [0.2, -1.0, 0.4], [-0.8, 0.4, 0.7], [-0.2, -0.3, 0.1], [-0.2, 0.2, -0.3], [-0.1, -0.3, 0.7], [0.5, 0.7, -0.2], [0.7, 1.1, 0.4], [-0.7, -0.9, -0.5], [0.2, -1.2, 0.6], [-0.7, 0.5, -1.2], [0.2, 0.6, -0.5], [0.0, -0.9, 0.3], [0.0, 0.4, 0.0], [0.0, 0.3, 0.2], [0.1, 0.3, 0.2], [0.2, 0.2, 0.0], [-0.7, -0.2, 0.6], [0.8, -0.3, -0.3]]}

[2]
{"formula": "C44H77N11", "method": "the ωB97M-V functional and the def2-TZVPD basis", "smiles": "CCCC#N.CCCC#N.CCCC#N.CCCC#N.CCCC#N.CCCC#N.CCCC#N.CCCC#N.CCCC#N.CCCC#N.CCCC#N", "homo_ev": -11.15, "gap_ev": 10.9935, "largest_force_ha_per_bohr": 0.1443, "total_charge": 0, "elements": ["C", "C", "C", "C", "N", "H", "H", "H", "H", "H", "H", "H", "C", "C", "C", "C", "N", "H", "H", "H", "H", "H", "H", "H", "C", "C", "C", "C", "N", "H", "H", "H", "H", "H", "H", "H", "C", "C", "C", "C", "N", "H", "H", "H", "H", "H", "H", "H", "C", "C", "C", "C", "N", "H", "H", "H", "H", "H", "H", "H", "C", "C", "C", "C", "N", "H", "H", "H", "H", "H", "H", "H", "C", "C", "C", "C", "N", "H", "H", "H", "H", "H", "H", "H", "C", "C", "C", "C", "N", "H", "H", "H", "H", "H", "H", "H", "C", "C", "C", "C", "N", "H", "H", "H", "H", "H", "H", "H", "C", "C", "C", "C", "N", "H", "H", "H", "H", "H", "H", "H", "C", "C", "C", "C", "N", "H", "H", "H", "H", "H", "H", "H"], "coordinates": [[1.083, -6.903, 1.671], [2.492, -7.497, 1.215], [2.617, -7.602, -0.274], [2.965, -6.357, -0.932], [3.225, -5.338, -1.401], [0.920, -5.947, 1.174], [1.210, -6.624, 2.717], [0.253, -7.604, 1.580], [2.668, -8.507, 1.585], [3.345, -7.044, 1.720], [1.761, -8.057, -0.771], [3.416, -8.262, -0.612], [6.083, 0.428, -4.064], [7.272, 0.808, -3.141], [6.818, 1.597, -2.004], [6.232, 2.850, -2.412], [5.869, 3.918, -2.735], [5.239, -0.086, -3.603], [6.470, -0.062, -4.957], [5.630, 1.374, -4.360], [7.973, 1.343, -3.781], [7.835, -0.095, -2.904], [7.731, 1.871, -1.476], [6.145, 1.081, -1.319], [-4.502, -5.502, 3.437], [-5.578, -6.667, 3.457], [-6.079, -7.076, 4.878], [-4.973, -7.457, 5.754], [-4.111, -7.781, 6.490], [-4.860, -4.731, 4.120], [-4.214, -5.107, 2.463], [-3.600, -5.941, 3.863], [-5.237, -7.593, 2.994], [-6.526, -6.377, 3.004], [-6.801, -7.874, 5.053], [-6.502, -6.191, 5.353], [9.592, -5.721, 2.089], [8.316, -5.353, 2.855], [7.867, -4.068, 2.121], [8.532, -2.788, 2.441], [9.097, -1.833, 2.683], [10.180, -6.305, 2.797], [10.245, -4.898, 1.799], [9.385, -6.266, 1.168], [8.437, -4.984, 3.874], [7.550, -6.122, 2.950], [6.805, -3.908, 2.308], [8.016, -4.264, 1.060], [-7.490, 5.196, -4.084], [-6.707, 6.079, -3.108], [-6.095, 5.421, -1.931], [-7.020, 5.113, -0.905], [-7.766, 4.882, 0.006], [-7.499, 5.736, -5.031], [-8.554, 5.219, -3.848], [-7.057, 4.244, -4.391], [-7.163, 7.041, -2.875], [-5.821, 6.455, -3.619], [-5.238, 5.939, -1.500], [-5.706, 4.481, -2.324], [-0.483, -0.061, -8.553], [0.239, 1.012, -7.766], [0.662, 2.248, -8.669], [1.701, 1.970, -9.652], [2.416, 1.662, -10.487], [-0.461, -1.058, -8.114], [-0.055, -0.210, -9.545], [-1.543, 0.190, -8.584], [1.006, 0.417, -7.269], [-0.279, 1.426, -6.901], [0.871, 3.200, -8.181], [-0.310, 2.325, -9.156], [9.218, 6.657, 5.210], [9.534, 5.121, 5.502], [8.256, 4.379, 5.829], [7.201, 4.641, 4.722], [6.510, 4.783, 3.819], [10.104, 7.158, 4.821], [9.014, 7.208, 6.128], [8.527, 6.948, 4.419], [10.182, 5.001, 6.370], [10.042, 4.742, 4.615], [7.847, 4.767, 6.761], [8.465, 3.319, 5.977], [-8.351, -0.662, 5.243], [-8.088, 0.327, 4.106], [-7.491, -0.328, 2.817], [-8.467, -1.226, 2.242], [-9.285, -1.899, 1.782], [-8.901, -0.121, 6.013], [-7.465, -1.060, 5.738], [-8.999, -1.480, 4.926], [-7.557, 1.237, 4.385], [-9.089, 0.670, 3.844], [-6.498, -0.769, 2.898], [-7.371, 0.467, 2.082], [1.113, 0.099, 2.233], [1.290, -0.199, 0.722], [0.040, -0.555, -0.116], [-1.137, 0.249, 0.105], [-2.041, 0.963, 0.321], [1.905, 0.680, 2.706], [0.990, -0.781, 2.864], [0.117, 0.540, 2.276], [2.060, -0.957, 0.581], [1.748, 0.607, 0.148], [-0.200, -1.606, 0.044], [0.220, -0.392, -1.179], [-0.804, 6.966, 2.148], [0.244, 6.970, 1.003], [0.596, 8.296, 0.242], [0.984, 9.273, 1.208], [1.335, 10.056, 1.991], [-1.155, 5.946, 2.308], [-1.689, 7.561, 1.921], [-0.582, 7.451, 3.099], [-0.269, 6.382, 0.242], [1.167, 6.524, 1.371], [-0.298, 8.629, -0.286], [1.404, 8.224, -0.486], [-5.834, -2.881, -4.413], [-6.614, -2.147, -3.297], [-7.450, -1.026, -3.916], [-8.429, -1.503, -4.879], [-9.187, -1.997, -5.640], [-5.331, -2.187, -5.087], [-6.562, -3.494, -4.944], [-5.059, -3.556, -4.049], [-5.967, -1.726, -2.527], [-7.161, -2.988, -2.872], [-6.781, -0.293, -4.367], [-7.941, -0.408, -3.164]], "atomic_forces_ev_per_a": [[2.2, -0.1, 0.4], [-1.2, -0.7, 1.1], [0.8, -0.3, -1.3], [-0.4, 1.2, -0.3], [0.0, -0.4, 0.1], [-0.3, -0.2, -0.3], [-0.3, -0.2, 0.2], [0.1, 0.1, -0.2], [-0.8, -0.3, 0.1], [-0.1, 0.9, -0.5], [-0.4, 0.3, 0.2], [0.3, -0.3, 0.5], [0.4, 0.9, 0.0], [-0.6, -2.1, -2.8], [0.8, 0.7, 1.7], [-1.1, 3.6, -0.9], [0.7, -2.8, 0.8], [0.4, -0.6, 0.2], [-0.4, -0.2, 0.1], [0.0, 0.1, -0.4], [0.0, 0.5, 0.2], [-0.2, 0.0, 0.7], [-0.2, 0.1, 0.7], [0.0, -0.1, -0.1], [-0.8, -1.8, 0.9], [-0.6, 0.0, 0.2], [1.2, 1.0, 0.8], [2.9, -1.1, 2.5], [-2.5, 1.0, -2.3], [0.2, 0.3, -0.2], [-0.6, -0.1, 0.0], [0.1, 0.2, 0.2], [0.2, 0.3, -0.4], [0.3, 0.2, -0.6], [-0.2, 0.0, -1.0], [-0.2, 0.1, 0.0], [0.4, -1.1, 1.4], [0.7, 2.4, -0.4], [-1.6, 0.0, -0.3], [-0.4, -2.3, -0.2], [0.7, 1.4, 0.3], [0.4, -0.5, -0.5], [-0.4, 0.4, 0.3], [-0.1, -0.2, 0.2], [0.8, -0.5, 0.2], [0.0, 0.0, -0.7], [-0.2, 0.2, -0.3], [-0.3, 0.3, -0.1], [-0.5, 1.6, -0.6], [1.1, 1.2, -1.6], [0.9, -1.0, -0.2], [-4.4, -1.5, 5.8], [3.4, 1.0, -4.3], [0.1, 0.2, -0.2], [0.1, -0.9, 0.3], [-0.1, -0.2, 0.8], [-0.8, -0.3, 0.2], [0.1, -0.1, -0.6], [-0.1, 0.3, 0.0], [0.2, -0.3, 0.3], [-1.1, 0.0, -0.1], [1.6, -0.1, 0.7], [-0.9, -1.2, 0.6], [-1.0, -0.2, 0.4], [0.8, -0.1, -0.5], [0.3, 0.2, 0.4], [-0.1, 0.3, -0.1], [-0.1, 0.0, -0.7], [1.0, 0.8, -0.2], [-0.7, -0.1, -0.3], [0.0, -0.3, 0.4], [0.2, 0.8, -0.7], [1.5, -0.2, 0.4], [-0.6, 2.0, -0.8], [-1.3, 0.5, -1.2], [1.7, -1.1, 1.5], [-0.2, 0.1, 0.0], [0.5, -0.2, 0.2], [-0.4, -0.2, 0.0], [-0.6, -0.9, 0.3], [0.2, 0.3, -0.1], [-0.1, -0.3, 0.1], [-0.1, 0.0, 0.0], [-0.4, -0.1, -0.3], [0.1, 0.6, 0.4], [-0.4, -0.8, -0.4], [-0.1, 1.4, 0.3], [-0.7, -1.0, -0.5], [0.6, 0.4, 0.3], [-0.1, -0.1, 0.1], [0.1, -0.1, -0.2], [0.1, 0.0, -0.1], [0.4, -0.3, 0.1], [0.0, 0.2, -0.4], [-0.2, -0.3, 0.4], [0.1, 0.1, -0.1], [-1.1, -0.4, -0.8], [1.0, 0.3, -0.2], [0.4, -0.7, 0.1], [-2.5, 2.3, 1.3], [2.0, -1.8, -0.6], [-0.2, 0.3, -0.4], [0.2, -0.4, -0.4], [0.2, 0.8, 0.6], [-0.3, -0.5, -0.1], [0.0, 0.7, 0.6], [-0.3, 0.0, -0.2], [0.5, -0.4, -0.1], [-0.4, 1.1, -0.1], [-0.5, 0.1, -0.2], [-0.9, -0.8, 0.7], [0.9, 2.3, 1.7], [-0.6, -1.1, -1.0], [0.2, 0.0, 0.1], [-0.3, -0.1, -0.8], [1.0, -0.4, 0.1], [0.7, -0.6, -0.1], [-0.1, -0.3, -0.3], [0.0, 0.2, 0.0], [-0.1, -0.5, 0.0], [0.1, 0.3, 0.3], [0.8, -0.9, -0.7], [0.1, 0.5, 0.7], [-2.5, -1.8, -2.6], [2.5, 1.7, 2.5], [-0.1, 0.0, -0.2], [0.2, 0.1, -0.4], [-0.1, 0.0, 0.3], [0.0, 0.0, -0.1], [-0.6, 0.6, 0.5], [0.1, -0.2, -0.5], [-0.4, -0.3, 0.2]]}

- Number 2 is which compound?
  C44H77N11

- Number 1 is which compound?
  C44H77F3O22S6